A cluster of 2 separate species, C3H8N2O2 in total at a distorted geometry. Source: OMol25; level of theory: ωB97M-V with the def2-TZVPD basis set.

Structure (XYZ):
```
15
Properties=species:S:1:pos:R:3
H -0.92595 -1.47715 -2.29705
H 1.23736 -0.03557 -1.25188
N -2.77655 -1.01576 -1.19884
H -1.34478 0.85709 -0.12680
O 2.23525 -0.49415 1.04290
H -3.39501 -1.20623 -2.00448
H -2.82996 -1.84229 -0.58254
H -3.09579 -0.22747 -0.62128
H 2.06132 0.09901 2.99955
H 0.92562 1.06682 -0.00737
C -1.34622 -0.73456 -1.60605
N 0.55256 0.62422 -0.88941
O 0.88501 1.27783 1.65332
C -0.71304 0.29940 -0.85100
C 1.72144 0.30802 1.94703
```

Properties
Max |F| = 3.84 eV/A
Gap between HOMO and LUMO = 0.2586 Eh
Molar mass = 104.1 g mol⁻¹
2S+1 = 1

In the natural (NBO) picture, each atom carries the following charge in e: 0.2210 0.4084 -0.6755 0.1942 -0.7889 0.4250 0.4162 0.4365 0.0798 0.4668 -0.3590 -0.7483 -0.8072 0.1202 0.6108